A 11-piece molecular cluster, C50H95N3O22 overall, computed with the ωB97M-V functional and the def2-TZVPD basis.

The geometry in XYZ format:
```
170
Properties=species:S:1:pos:R:3:forces:R:3:mulliken_charge:R:1
O -0.940 -0.516 -4.519 -0.1 -0.7 -2.2 0.434
O 6.942 -3.384 -2.738 0.6 0.7 0.5 -0.656
O 3.455 1.347 -3.227 0.1 -1.0 -0.9 -0.501
O -3.543 0.450 -4.909 -0.7 -0.1 0.4 -0.205
O -5.060 1.127 5.780 1.0 0.4 0.2 -0.365
O 0.591 -6.778 -3.312 -1.1 1.3 -2.5 -0.191
O 3.466 3.439 -1.180 0.5 -0.2 -0.3 0.180
O -2.451 0.689 -1.986 0.5 0.7 -0.2 -0.084
O 4.045 -1.833 2.978 -0.2 1.0 -0.9 -0.515
O -1.187 -2.719 -1.348 0.1 -0.2 -0.6 0.973
O 5.988 -3.635 -4.598 -0.4 0.1 -3.0 -0.653
O 0.649 0.522 6.663 0.4 0.7 0.3 -0.642
O -4.935 1.453 -0.283 -0.2 -0.6 -1.5 -0.470
O 5.808 -0.453 0.765 0.3 -0.3 0.4 -0.181
O -0.357 0.323 -2.118 1.0 -0.1 0.2 0.119
O -4.272 2.272 2.211 1.6 0.0 -0.7 -0.076
O -0.307 0.466 4.745 0.7 1.0 0.8 -0.376
O 0.181 -7.039 -0.315 0.4 -0.1 -0.2 -0.501
O -0.294 3.551 1.251 -0.7 0.1 0.1 0.263
O -1.384 5.657 3.267 0.6 0.1 -0.9 -0.398
O -3.834 -1.341 4.568 -0.8 0.3 0.3 -0.055
O 0.602 -1.193 0.577 0.4 0.9 -0.6 0.567
N -1.307 1.033 -2.275 -1.3 -0.1 0.0 0.518
N 5.957 -3.382 -3.447 -0.1 -1.5 2.7 1.088
N 0.575 0.899 5.515 -2.0 -2.5 -1.5 0.943
C -3.877 0.377 6.213 -1.8 0.6 0.1 -0.092
C 2.297 -3.411 -2.815 -3.5 -0.5 1.3 0.568
C -4.125 -2.664 4.180 -0.3 -0.2 2.0 -0.640
C -0.933 -6.217 -0.667 1.0 -0.1 -1.2 -0.284
C -4.552 0.401 0.560 0.0 0.2 1.2 0.156
C -2.269 -2.794 -2.250 -0.1 -0.6 -0.7 -0.772
C 2.211 -3.091 -1.445 1.7 0.7 -1.5 0.192
C 0.308 4.470 0.344 -2.1 0.2 -0.7 -0.588
C -4.102 -1.080 5.932 0.2 -1.1 0.8 -0.734
C -1.097 2.400 -2.850 1.3 -1.8 1.4 0.201
C -1.853 4.558 -3.429 -0.5 -0.9 0.3 -1.044
C -5.404 0.999 -1.578 0.2 1.1 0.7 -0.686
C 1.456 2.221 3.649 -0.4 -0.4 0.1 0.811
C 5.103 0.074 1.860 -0.7 -3.4 2.3 -1.305
C -1.555 -0.340 -5.815 -1.2 -0.2 1.5 -1.022
C 0.264 0.212 0.815 0.6 -2.0 0.0 0.412
C 1.465 -7.332 -2.444 0.6 -1.8 2.2 -0.636
C -4.631 1.334 -4.961 0.4 1.2 -1.9 -0.764
C 0.446 4.062 -3.643 1.8 -1.0 0.8 -0.132
C -2.023 5.192 2.100 -1.4 -1.1 -0.2 -0.894
C -1.697 3.813 1.517 0.5 -0.1 0.7 0.675
C -2.143 3.230 -2.980 -1.5 3.2 -0.4 -0.011
C 4.616 -2.963 -1.380 0.2 -1.1 -2.3 -0.878
C -0.094 -1.665 -4.554 -1.1 1.3 0.8 -1.744
C 0.212 2.801 -3.016 0.7 1.4 -2.3 -0.743
C 2.787 -2.231 3.463 1.3 -1.4 2.4 -0.114
C 2.782 1.874 5.672 -0.3 1.1 -2.4 -0.675
C 1.609 1.676 4.897 2.1 1.0 1.7 -0.619
C 1.360 -6.704 -1.033 -1.3 0.3 -1.7 -0.142
C 3.787 2.662 5.067 0.5 -1.1 2.4 -0.394
C 4.125 1.211 -1.977 0.6 -0.2 0.2 0.823
C -4.869 2.560 5.872 -2.6 -1.1 0.8 -0.621
C 3.632 3.152 3.784 2.2 0.5 0.5 -0.606
C -0.590 4.960 -3.851 -0.3 -0.2 0.4 -0.857
C 2.513 2.893 3.055 -1.3 -0.1 -0.4 -0.906
C 3.469 -3.604 -3.459 1.9 0.5 -0.5 -0.778
C -1.533 -2.182 -0.118 -1.4 0.7 0.7 1.035
C 0.687 -7.289 -4.657 -2.2 0.1 0.9 -0.854
C 3.384 -2.825 -0.753 0.1 0.4 -0.4 0.501
C -0.354 -2.166 0.811 -0.9 -0.7 0.2 -2.014
C 3.789 -0.634 2.193 1.4 -0.4 0.7 2.374
C 4.595 2.622 -1.526 -1.4 -1.3 -0.6 -1.308
C -3.722 1.040 1.725 -1.6 0.2 -0.9 0.863
C -1.705 5.045 4.495 0.2 -1.0 -0.3 -0.255
C -5.597 2.192 2.560 -1.2 -1.3 0.0 -0.801
C 4.660 -3.323 -2.759 -1.5 0.4 1.4 -0.482
C 3.884 4.802 -1.095 1.3 -1.5 -0.9 -0.976
C 3.040 0.023 -3.711 1.8 0.4 0.3 -0.171
C -2.455 0.851 -5.698 -0.6 -0.6 0.1 -0.147
C 6.898 -1.257 1.209 0.2 0.3 0.0 -0.909
H 1.128 0.670 0.379 0.2 0.8 -0.2 -0.200
H 1.458 -5.643 -1.110 -0.3 1.1 -0.3 -0.188
H -3.971 -0.411 0.085 0.2 0.6 -0.2 -0.168
H 0.085 -3.154 0.692 0.6 -0.1 0.3 0.110
H -2.624 5.314 -3.388 -0.3 -0.2 -0.3 0.454
H 3.980 -0.589 -4.004 -1.5 0.8 0.6 0.283
H 2.456 -1.674 4.382 0.1 -0.1 -1.0 0.241
H -3.665 0.570 7.284 -0.1 -0.1 -0.5 0.407
H 1.544 -6.985 -5.219 1.3 -0.3 0.2 0.307
H 5.306 2.587 -0.722 0.3 -0.3 0.8 0.560
H -1.868 5.807 1.248 0.6 1.6 -0.1 0.509
H -0.748 -2.079 1.811 -0.2 0.0 0.8 0.843
H -4.931 2.845 6.919 0.2 0.1 0.3 0.421
H -6.482 0.834 -1.634 -0.1 -0.4 0.6 0.331
H 4.756 2.841 5.651 -1.6 -0.2 -1.0 0.264
H -3.373 -3.387 4.590 -0.7 0.4 0.1 0.294
H -0.897 -0.157 -6.624 1.4 0.0 -0.7 0.359
H 5.021 0.480 -2.015 -1.1 1.2 -0.1 0.260
H 4.810 4.781 -0.477 -0.7 0.8 0.1 0.320
H 7.540 -1.462 0.363 -0.1 -0.2 -0.4 0.288
H -1.879 -3.215 -3.186 0.0 0.4 0.2 0.117
H -0.953 -6.072 -1.760 -0.1 0.0 0.4 0.212
H 0.496 2.095 3.183 0.0 0.0 -0.5 0.435
H -0.871 -5.241 -0.207 0.0 0.4 0.3 -0.103
H -3.093 0.696 5.581 1.3 0.4 -0.4 0.023
H -6.225 1.881 1.713 0.0 0.6 0.0 0.046
H 1.245 -3.514 -3.244 1.9 -0.2 -0.1 0.287
H 5.581 -2.932 -0.915 0.1 0.6 0.5 0.680
H -4.978 1.444 -6.034 0.3 0.0 0.8 0.351
H -3.361 -1.709 6.482 -0.5 0.5 0.2 0.371
H -5.134 -1.391 6.288 0.9 0.3 -0.7 0.309
H -5.260 1.847 -2.254 0.4 -0.3 0.0 0.210
H 3.388 0.750 -1.306 0.2 0.2 0.5 -0.554
H 0.734 5.299 0.871 0.6 0.5 0.4 0.399
H -5.763 1.426 3.305 0.1 -0.4 0.6 0.311
H -2.420 -2.752 0.308 1.0 0.4 -0.1 0.480
H 3.295 -0.892 1.276 -0.9 0.1 -0.2 -1.068
H 3.522 -3.885 -4.495 0.0 0.0 -0.3 0.579
H -5.449 -0.118 0.933 0.0 0.2 0.2 0.448
H -0.109 -6.808 -5.249 -0.1 -0.2 0.5 0.261
H 2.382 0.080 -4.592 0.2 0.4 0.5 0.296
H -3.676 0.348 2.534 0.2 -0.8 0.8 0.153
H -5.193 -2.958 4.438 1.3 0.2 -0.3 0.292
H 1.082 2.158 -2.959 -0.3 -0.2 0.5 0.234
H 1.252 -2.845 -1.089 -0.8 0.0 0.7 -0.345
H 7.513 -0.606 1.869 -0.3 -0.9 0.2 0.379
H -2.073 3.091 2.263 0.5 -0.2 -0.8 -0.300
H 1.198 -8.411 -2.286 0.4 0.4 -0.2 0.416
H 2.883 -3.279 3.767 0.1 0.1 0.2 0.344
H 2.532 -0.413 -2.851 -0.2 -0.6 -0.3 -0.134
H 0.669 -1.568 -5.257 1.5 0.4 -1.4 0.799
H -2.264 3.763 0.553 0.2 -0.3 0.7 -0.109
H -5.752 3.042 5.398 0.7 -0.5 0.1 0.239
H -1.819 -6.729 -0.382 -0.7 -0.4 0.4 0.430
H -3.950 -2.631 3.161 -0.1 -0.4 -2.2 0.082
H 3.060 5.399 -0.774 -0.3 0.4 0.7 0.250
H -4.312 2.370 -4.654 -0.6 -0.9 0.1 0.217
H 0.318 -1.668 -3.590 0.7 -0.3 1.3 0.009
H -0.459 4.919 -0.352 0.4 -0.4 0.5 0.272
H -3.029 -3.549 -1.963 0.1 0.5 0.5 0.407
H 2.827 1.440 6.633 0.3 -0.3 0.8 0.647
H -5.491 0.935 -4.447 0.1 0.0 0.6 0.273
H -5.932 3.106 3.005 -0.1 0.8 -0.1 0.353
H 0.987 3.959 -0.312 0.7 -0.4 0.0 -0.251
H -1.944 1.671 -5.263 0.9 0.8 1.0 -0.120
H -0.569 -2.599 -4.751 -0.9 -0.7 -0.2 0.616
H 4.853 1.043 1.670 -0.3 3.0 -0.5 0.493
H 0.441 -8.369 -4.603 0.7 0.4 -0.4 0.311
H -2.692 4.601 4.414 -0.3 -0.3 0.1 -0.003
H 2.098 -2.258 2.692 -1.8 0.5 -1.4 -0.268
H 3.374 -2.310 0.186 -0.1 -0.5 0.6 -0.035
H -2.729 -1.813 -2.434 0.1 -0.2 0.1 -0.165
H -4.846 0.115 -1.876 0.0 0.1 -0.3 0.223
H 2.496 -7.293 -2.821 0.1 0.1 0.2 0.465
H 1.545 4.278 -3.837 -1.7 0.0 0.1 0.331
H -0.653 0.530 0.323 0.0 0.0 0.2 -1.273
H 0.281 0.353 1.888 -0.4 0.3 0.3 0.782
H -2.743 1.259 1.359 0.6 0.2 -0.2 -0.849
H 6.546 -2.223 1.637 0.4 0.8 0.1 0.259
H 3.257 0.013 2.897 -0.5 0.4 -0.6 -0.387
H -3.148 5.165 2.200 0.8 0.0 0.3 0.377
H -1.773 5.843 5.219 0.3 0.1 0.4 0.385
H 2.345 3.179 2.038 0.3 0.5 -0.4 0.721
H 4.180 5.128 -2.106 0.0 0.2 0.2 0.299
H 4.532 3.708 3.463 -0.9 -0.2 -0.5 0.354
H -3.984 2.955 5.468 1.4 0.1 -0.9 0.110
H -2.772 1.294 -6.629 -0.4 -0.5 -0.9 0.713
H -2.155 -1.245 -6.033 0.2 0.4 -0.1 0.266
H -1.864 -1.131 -0.170 -0.2 -0.2 -0.6 -1.599
H 5.533 -0.090 2.898 0.8 0.8 -1.4 0.444
H 2.230 -6.945 -0.514 1.2 -1.2 1.3 0.552
H 5.155 2.987 -2.370 0.0 0.7 -0.6 0.446
H -3.181 3.008 -2.691 0.8 -0.3 -0.1 0.496
H -0.468 5.970 -4.257 0.2 -0.5 0.2 0.369
H -0.972 4.232 4.812 -0.7 1.0 -0.4 0.017
```
Forces are in eV/Å.

Its energy relative to the best compared isomer or geometry (same formula, charge and spin) is 323.86 kJ/mol. The SMILES is O=[N+]([O-])c1ccccc1.O=[N+]([O-])c1ccccc1.O=[N+]([O-])c1ccccc1.COCCOC.COCCOC.COCCOC.COCCOC.COCCOC.COCCOC.COCCOC.COCCOC. As for the net charge: 0. For the HOMO energy, the calculation gives -0.3424 hartree. As for the gap between HOMO and LUMO: 8.67 eV. The value obtained for the total energy is -3780.9419 hartree.